[1]
The following is a quantum chemistry calculation of C34H71Br2N4O3P2S as an isolated structure at a distorted geometry, from the Open Molecules 2025 dataset.

Element x y z (Å)
C 1.14118 -5.84327 -2.43435
C 0.95439 -4.34958 -2.69526
C -0.01949 -3.69838 -1.70449
C 0.68793 -3.15198 -0.44385
C 0.10379 -1.78738 -0.06568
N 0.94028 -0.81266 0.76914
C 1.97272 -1.63390 1.52413
N 2.58113 -0.88922 2.58362
C 1.70845 0.17705 -0.05590
Br 2.59202 -0.73562 -1.53613
C 0.92410 1.38761 -0.57866
Br 2.32208 2.54543 -1.32074
O 0.08230 0.90711 -1.62225
C 0.08451 1.41201 -2.81633
N -0.22023 1.88326 -3.81954
C -0.01444 2.20514 0.55631
S 0.60506 3.89261 0.77723
P -1.68807 2.43176 -0.18857
C -2.78683 1.00658 -0.40023
C -2.45103 4.08516 -0.19122
C 0.11871 1.45584 1.94384
C -1.15127 1.75164 2.80297
C -1.54732 3.19806 3.12053
C -2.12435 3.22464 4.51922
N -1.23447 3.50497 5.57942
O -3.28808 2.99776 4.72329
P 1.50730 2.09826 3.00879
C 1.64171 1.34301 4.66523
C 3.15985 2.25050 2.29461
C -0.07026 -0.07969 1.67117
C -0.42211 -0.95824 2.87699
C -1.91685 -1.34002 3.02109
C -2.42040 -1.16390 4.44346
O -3.73701 -1.63413 4.61294
H 1.97062 -6.24753 -3.00517
H 0.22835 -6.36570 -2.70935
H 1.31365 -6.02132 -1.37300
H 0.54081 -4.23288 -3.69673
H 1.90811 -3.82371 -2.70416
H -0.77288 -4.42962 -1.42131
H -0.53253 -2.89328 -2.23076
H 1.75059 -3.15629 -0.63635
H 0.49617 -3.85207 0.36791
H -0.21268 -1.25590 -0.95547
H -0.80114 -1.99333 0.49971
H 2.72438 -1.95842 0.81443
H 1.49802 -2.53332 1.89047
H 2.24301 -1.18562 3.48823
H 3.58522 -0.99777 2.58322
H 2.53028 0.55579 0.53824
H 0.13320 4.44131 -0.34868
H -3.72593 1.37677 -0.80577
H -3.02911 0.42116 0.48711
H -2.38163 0.32807 -1.14841
H -3.52933 3.93940 -0.12809
H -2.25016 4.61262 -1.11653
H -2.16063 4.67944 0.66824
H -1.00030 1.26434 3.76477
H -2.00262 1.23992 2.36468
H -0.72011 3.89152 3.05790
H -2.36736 3.49019 2.47343
H -1.03535 2.68137 6.13353
H -0.35773 3.86396 5.21980
H 0.70317 0.96957 5.05902
H 2.35579 0.51770 4.69992
H 2.02324 2.11165 5.33046
H 3.81236 2.53556 3.12039
H 3.61501 1.36292 1.85108
H 3.21588 3.05251 1.56685
H -0.96638 -0.05477 1.05061
H -0.11793 -0.48548 3.80762
H 0.09814 -1.90633 2.85676
H -2.05350 -2.39479 2.78386
H -2.55013 -0.78561 2.32984
H -2.34865 -0.12012 4.76678
H -1.80285 -1.75431 5.11957
H -4.33606 -1.13512 4.04912
C 4.78278 -3.80694 -0.64448
C 6.08014 -3.14501 -0.18783
C 6.74319 -2.30455 -1.27788
C 7.17005 -3.08794 -2.52044
C 8.13269 -4.24350 -2.25067
C 9.46261 -3.79938 -1.64771
H 4.94591 -4.49779 -1.47168
H 4.32518 -4.37587 0.16913
H 4.07174 -3.04539 -0.97464
H 6.77105 -3.90812 0.17672
H 5.86819 -2.49524 0.66830
H 7.60965 -1.79352 -0.85148
H 6.05138 -1.51235 -1.58662
H 7.63815 -2.39173 -3.22191
H 6.28419 -3.47567 -3.03221
H 8.32575 -4.75670 -3.19504
H 7.66221 -4.98251 -1.59568
H 9.97188 -3.09576 -2.30852
H 10.12358 -4.65253 -1.49617
H 9.32838 -3.31530 -0.67906
C -9.12566 3.24000 -2.84938
C -7.76476 3.50235 -2.21072
C -6.85261 4.38587 -3.06093
C -6.48209 3.80434 -4.42670
C -5.80023 2.43838 -4.37697
C -4.47087 2.45610 -3.62866
H -9.03147 2.71463 -3.80051
H -9.74968 2.62728 -2.19828
H -9.65370 4.17715 -3.03320
H -7.27245 2.54879 -1.99560
H -7.91584 3.99095 -1.24477
H -5.94014 4.60122 -2.49590
H -7.34025 5.35234 -3.21693
H -5.82215 4.51234 -4.93703
H -7.37745 3.73001 -5.04829
H -5.62499 2.09974 -5.40047
H -6.46675 1.70029 -3.92269
H -3.76895 3.15356 -4.08927
H -4.00907 1.46640 -3.63581
H -4.60580 2.75116 -2.58455

Cartesian forces (eV/Å) of the 3 atoms listed first:
C 0.0 0.4 0.2
C -0.3 -0.3 -0.2
C 0.4 0.2 -0.2

Its total energy is -217999.7117 eV. Its charge is +1. Its orbital gap is 7.398 eV. The spin multiplicity is 1. The max |F| comes out at 2.47 eV/Å.

---

[2]
The following is a quantum chemistry calculation of C34H72BN9O4RbSSi2Te as an isolated structure, from the Open Molecules 2025 dataset.

Element x y z (Å)
Rb 0.15137 0.35433 0.17037
C 3.20023 -2.51024 -3.81766
C 2.60510 -2.77712 -2.43559
C 3.39530 -3.87294 -1.71558
C 1.15613 -3.15922 -2.52120
C 0.59800 -4.27614 -3.16588
C -0.74799 -4.17872 -2.89500
N -0.95950 -3.07790 -2.15199
N 0.21236 -2.44624 -1.91109
B -2.37315 -2.54641 -1.80068
N -2.73058 -2.58986 -0.29727
C -3.87160 -3.13169 0.16264
C -3.92261 -2.96235 1.52563
C -2.73690 -2.27882 1.83614
N -2.02862 -2.05115 0.73093
C -2.25902 -1.93324 3.22077
C -1.80093 -3.21036 3.93576
C -1.16316 -0.87722 3.26504
N -2.65072 -1.18059 -2.44384
C -3.46084 -1.01606 -3.50546
C -3.48270 0.31694 -3.83139
C -2.63258 0.91982 -2.88509
N -2.13256 0.00779 -2.05464
C -2.32933 2.38962 -2.78836
C -1.89027 2.92019 -4.15247
C -1.29807 2.70990 -1.72014
H 4.25051 -2.21562 -3.73512
H 2.66209 -1.70940 -4.32223
H 3.15311 -3.41196 -4.43395
H 2.64430 -1.84652 -1.86004
H 3.36863 -4.79890 -2.29500
H 2.97408 -4.09127 -0.73275
H 4.44729 -3.59300 -1.59847
H 1.10084 -5.03634 -3.74005
H -1.57957 -4.79570 -3.19163
H -3.13942 -3.31854 -2.32850
H -4.56484 -3.58937 -0.52300
H -4.70106 -3.27228 2.20251
H -3.12635 -1.53530 3.75814
H -0.93418 -3.63575 3.42317
H -2.58736 -3.96650 3.94946
H -1.51183 -2.99086 4.96643
H -0.24182 -1.23982 2.79944
H -0.92289 -0.64486 4.30701
H -1.45898 0.05837 2.78879
H -3.95886 -1.86615 -3.94108
H -4.03419 0.79175 -4.62519
H -3.26398 2.88900 -2.50704
H -0.98421 2.39710 -4.46741
H -1.68031 3.99166 -4.09898
H -2.65338 2.76183 -4.91627
H -0.33581 2.25140 -1.96584
H -1.64445 2.37513 -0.74491
H -1.14562 3.78964 -1.64480
O 0.71088 -2.66357 0.88965
H 0.78167 -2.67586 -0.08268
H -0.25846 -2.54597 0.98067
O -3.27444 1.18758 0.80763
H -2.45271 1.49881 1.22981
H -3.00076 0.55134 0.13361
O -1.09559 3.54463 2.50823
N -0.70652 2.20278 1.98754
C 3.55738 -1.77063 1.19733
O 3.07491 -0.57051 0.51246
C 3.82923 0.19977 -0.19251
C 5.23582 -0.28098 -0.37751
H 4.21473 -1.46014 2.00781
H 4.08417 -2.40987 0.49480
H 2.66301 -2.25789 1.56782
H 5.72623 -0.57263 0.55662
H 5.82493 0.47701 -0.88773
H 5.19734 -1.17005 -1.02210
C 3.40235 4.72025 -1.51282
C 4.25039 3.49060 -1.82462
N 3.46014 2.33421 -2.18586
C 2.81424 2.12140 -3.34332
S 1.69084 0.86836 -3.46831
N 3.11084 2.97069 -4.35929
C 2.33985 3.10945 -5.58024
C 1.35281 4.26363 -5.49927
H 4.03126 5.56721 -1.23319
H 2.72288 4.50467 -0.68824
H 2.79601 5.01006 -2.37267
H 4.81969 3.20340 -0.93816
H 5.00030 3.71448 -2.59356
H 3.31993 1.62857 -1.45411
H 3.74786 3.72273 -4.15634
H 1.82771 2.16437 -5.74653
H 3.04169 3.26229 -6.40415
H 0.66663 4.11251 -4.66806
H 0.76812 4.34126 -6.41719
H 1.87377 5.21296 -5.34898
C -3.11058 2.45027 4.26024
Si -1.69386 3.56397 4.77703
C -2.01725 3.65573 6.67598
C -1.75216 5.39933 4.36085
C 0.01713 2.74052 4.86660
Te 0.88956 2.78810 2.95061
C 2.17751 1.02552 3.42918
Si 3.85483 1.54181 4.02814
C 4.95832 0.09162 4.50888
C 3.67881 2.63593 5.54498
C 4.72346 2.51400 2.66951
H -4.05370 2.94288 4.51974
H -3.07456 1.52223 4.84024
H -3.12699 2.20206 3.20395
H -3.01658 4.04876 6.89044
H -1.29452 4.30965 7.17616
H -1.94740 2.66903 7.14564
H -2.63784 5.84441 4.82355
H -1.76052 5.59447 3.29100
H -0.88340 5.89894 4.80301
H -0.08208 1.68788 5.14391
H 0.65860 3.22457 5.60607
H 2.24634 0.43229 2.51414
H 1.63025 0.43795 4.17030
H 4.45072 -0.56809 5.21589
H 5.87721 0.44816 4.98255
H 5.25240 -0.50954 3.64505
H 3.15346 2.10909 6.34498
H 3.11115 3.54147 5.31922
H 4.65496 2.94371 5.92855
H 4.64791 2.00155 1.70667
H 5.78271 2.65798 2.89718
H 4.26663 3.49922 2.54906

Cartesian forces (eV/Å) of the 3 atoms listed first:
Rb -0.1 -0.6 -0.6
C 0.0 0.0 0.0
C 0.0 0.0 0.0

Its total energy is -93244.7759 eV. Its charge is -1. Its orbital gap is 5.565 eV. The spin multiplicity is 1. The max |F| comes out at 0.81 eV/Å.